Entry 1:
Molecular formula: C5H12OS
Method: DFT, the ωB97M-V functional and the def2-TZVPD basis

Each line ends with the Löwdin charge.
Cartesian coordinates (Å):
C: -1.680 -1.280 -0.470  -0.243
C: 2.050 0.778 1.023  -0.131
C: 2.741 -0.973 -0.506  -0.025
C: -2.331 1.343 -0.391  -0.186
C: 1.909 0.012 -0.233  -0.280
O: -2.522 -0.187 1.743  -0.550
S: -1.518 0.085 0.732  0.810
H: -2.678 -1.723 -0.350  0.072
H: -1.411 -0.818 -1.408  0.040
H: 2.895 1.503 1.008  0.095
H: 1.158 1.305 1.026  0.005
H: 2.158 0.124 1.890  0.088
H: 3.529 -1.336 0.103  0.040
H: -0.955 -2.027 -0.323  0.024
H: 2.673 -1.612 -1.505  0.093
H: -2.834 0.657 -0.926  -0.021
H: -2.838 2.027 0.281  0.061
H: -1.450 1.767 -0.834  0.036
H: 1.104 0.356 -0.859  0.074

Forces on the atoms, in the same order (eV/Å):
C -0.1506 0.9851 0.2190
C 1.4616 0.0718 0.1610
C -0.8600 -2.0698 -3.8191
C 3.0050 0.5437 3.1630
C 1.2058 -0.4612 0.2558
O -1.2294 -0.4491 1.8884
S 0.4432 0.2486 -1.2049
H 0.1200 0.4961 -0.3873
H -0.4802 -0.1576 -0.7053
H -0.4787 -0.4851 -0.0632
H -1.5911 1.4028 1.1314
H -0.1131 0.2048 -0.0050
H 0.5121 0.1293 0.8499
H 0.9981 -0.9517 0.6363
H -0.0623 1.5450 2.0835
H -2.4894 -1.2206 -2.4343
H -0.2433 -0.0861 -0.2881
H -0.0541 0.5601 -0.8874
H 0.0063 -0.3061 -0.5936

---

Entry 2:
Molecular formula: C3H3NO2
Method: DFT, the ωB97M-V functional and the def2-TZVPD basis

Each line ends with the Löwdin charge.
Cartesian coordinates (Å):
N: 0.859 1.802 1.279  0.111
C: 0.278 0.627 1.473  -0.069
C: -0.506 -0.560 0.875  -0.125
O: -0.969 0.150 -0.367  -0.060
C: -0.141 -0.299 -1.432  -0.202
O: 0.702 -1.253 -1.416  0.008
H: -0.085 -1.616 0.599  0.164
H: -1.133 -0.769 1.616  0.051
H: -0.441 -0.020 -2.397  0.123

Forces on the atoms, in the same order (eV/Å):
N -5.4243 -11.0513 2.5071
C 6.0280 9.3905 -3.2222
C 3.6541 1.5522 -2.8747
O 1.7633 -2.7937 -0.6793
C 1.7228 -4.9763 1.7366
O -3.1751 4.2406 0.8876
H 0.3388 2.5321 0.4665
H -4.1897 -0.5240 2.1818
H -0.7180 1.6299 -1.0034

Its structure (SMILES) is N#CCOC=O.

---

Ordered max |F| results: 4.428, 12.563; unit eV/A.
Ordered frontier orbital gap results: 9.762, 11.037; unit eV.
Ordered energy relative to the best compared isomer or geometry (same formula, charge and spin) results: 288.2, 438.6; unit kJ/mol.